1.
A 11-piece molecular cluster, C30H87ClN7O14 overall in a non-equilibrium geometry. Source: the OMol25 dataset; level of theory: wB97M-V/def2-TZVPD.

**Total charge**: -1
**Lowest unoccupied orbital energy**: 0.0790 Ha
**Highest occupied orbital energy**: -6.674 eV
**Maximum force**: 3.2 eV/A

CARTESIAN COORDINATES (ANGSTROEM)
Cl: -5.291 8.918 -17.768
O: -6.614 8.569 -18.089
O: -4.636 9.609 -18.854
O: -5.333 9.813 -16.613
O: -4.498 7.747 -17.419
O: -4.601 7.483 -13.652
H: -4.853 8.406 -13.634
H: -4.742 7.213 -14.560
O: -7.439 12.501 -20.366
H: -6.875 11.761 -20.141
H: -7.240 13.164 -19.705
C: -11.496 3.458 -12.516
C: -11.715 5.024 -12.576
C: -12.283 5.552 -13.909
O: -11.503 5.098 -15.014
C: -10.362 5.913 -15.281
N: -12.525 5.352 -11.433
H: -11.075 3.206 -11.543
H: -10.823 3.166 -13.322
H: -12.408 2.871 -12.627
H: -10.725 5.470 -12.476
H: -12.445 6.630 -13.908
H: -13.275 5.127 -14.063
H: -9.746 5.940 -14.382
H: -10.729 6.910 -15.524
H: -9.764 5.475 -16.080
H: -12.178 4.848 -10.629
H: -12.367 6.317 -11.183
C: -4.589 9.516 -24.546
C: -6.031 9.161 -24.616
C: -6.418 7.942 -23.714
O: -5.809 6.677 -24.121
C: -6.033 6.039 -25.368
N: -6.730 10.379 -24.310
H: -4.439 10.318 -25.269
H: -4.082 8.633 -24.934
H: -4.150 9.804 -23.591
H: -6.223 8.847 -25.642
H: -7.493 7.770 -23.660
H: -6.146 8.249 -22.704
H: -7.013 5.564 -25.328
H: -5.362 5.246 -25.697
H: -6.009 6.808 -26.140
H: -6.531 11.196 -24.870
H: -6.582 10.620 -23.340
C: -4.374 15.405 -18.920
C: -5.028 15.717 -17.604
C: -5.444 17.168 -17.426
O: -6.036 17.296 -16.153
C: -6.570 18.605 -15.946
N: -6.156 14.801 -17.385
H: -4.801 15.956 -19.759
H: -4.311 14.328 -19.073
H: -3.340 15.726 -18.799
H: -4.305 15.526 -16.811
H: -6.041 17.647 -18.203
H: -4.506 17.720 -17.484
H: -7.436 18.761 -16.588
H: -5.794 19.335 -16.179
H: -6.928 18.738 -14.925
H: -5.812 13.901 -17.083
H: -6.758 15.144 -16.650
C: -5.540 1.665 -12.155
C: -5.238 2.873 -13.063
C: -6.155 3.038 -14.389
O: -6.078 1.972 -15.305
C: -6.427 2.271 -16.642
N: -5.340 3.986 -12.134
H: -5.484 0.753 -12.750
H: -6.517 1.621 -11.674
H: -4.765 1.391 -11.439
H: -4.181 2.880 -13.330
H: -5.811 3.960 -14.859
H: -7.210 3.183 -14.158
H: -5.939 3.056 -17.219
H: -7.489 2.514 -16.639
H: -6.521 1.364 -17.239
H: -6.315 4.126 -11.910
H: -5.162 4.843 -12.639
C: -2.546 3.763 -21.663
C: -1.485 4.642 -22.445
C: -1.019 3.889 -23.740
O: -0.461 2.634 -23.410
C: 0.205 2.083 -24.517
N: -2.000 5.983 -22.731
H: -2.134 2.850 -21.231
H: -3.397 3.558 -22.312
H: -2.859 4.317 -20.779
H: -0.564 4.723 -21.868
H: -0.250 4.463 -24.257
H: -1.849 3.678 -24.413
H: -0.508 2.023 -25.340
H: 0.498 1.063 -24.266
H: 1.166 2.525 -24.782
H: -2.961 5.845 -23.013
H: -2.085 6.529 -21.886
C: -12.569 8.552 -19.766
C: -12.141 9.973 -19.845
C: -12.126 10.645 -18.468
O: -13.409 10.559 -17.874
C: -13.527 10.913 -16.472
N: -10.835 10.041 -20.516
H: -13.635 8.515 -19.538
H: -11.916 8.023 -19.073
H: -12.433 8.085 -20.741
H: -12.828 10.513 -20.497
H: -11.821 11.687 -18.562
H: -11.413 10.114 -17.836
H: -12.915 10.221 -15.892
H: -14.506 10.729 -16.030
H: -13.090 11.893 -16.275
H: -10.120 9.463 -20.097
H: -10.604 10.992 -20.268
C: 0.972 5.027 -14.127
C: 0.189 5.446 -15.390
C: -0.716 4.352 -15.981
O: -0.044 3.117 -16.072
C: -0.861 1.954 -16.001
N: -0.670 6.580 -15.066
H: 0.393 5.048 -13.204
H: 1.808 5.686 -13.891
H: 1.403 4.038 -14.283
H: 0.960 5.759 -16.093
H: -1.179 4.758 -16.880
H: -1.601 4.334 -15.345
H: -0.453 1.265 -16.741
H: -1.921 2.041 -16.243
H: -0.940 1.408 -15.061
H: -1.292 6.313 -14.315
H: -1.300 6.668 -15.850
C: -0.313 11.892 -19.982
C: -0.376 11.711 -18.516
O: 0.744 12.209 -17.914
H: 0.121 12.856 -20.249
H: -1.345 11.847 -20.328
H: 0.284 11.046 -20.321
H: -0.563 10.717 -18.109
H: -1.212 12.295 -18.130
H: 0.789 11.806 -17.044

---

2.
A 12-piece molecular cluster, C30H87N15O15 overall in a non-equilibrium geometry. Source: the OMol25 dataset; level of theory: wB97M-V/def2-TZVPD.

**Lowest unoccupied orbital energy**: -0.0054 Ha
**Highest occupied orbital energy**: -9.030 eV
**Maximum force**: 7.8 eV/A

CARTESIAN COORDINATES (ANGSTROEM)
C: -0.387 -7.846 9.108
O: -1.258 -7.318 8.411
N: 0.148 -7.335 10.128
N: -0.080 -9.084 9.014
H: 0.991 -7.766 10.480
H: -0.148 -6.390 10.330
H: -0.597 -9.619 8.331
H: 0.839 -9.304 9.371
C: -1.569 1.619 8.955
O: -0.735 0.957 9.611
N: -1.990 1.394 7.764
N: -1.525 2.881 9.171
H: -2.650 2.051 7.373
H: -1.838 0.455 7.426
H: -2.149 3.474 8.642
H: -0.607 3.167 9.482
C: 3.415 -0.175 1.964
O: 4.300 -0.644 2.597
N: 2.237 0.155 2.389
N: 3.537 0.105 0.728
H: 1.855 0.970 1.933
H: 2.097 -0.007 3.377
H: 2.830 0.572 0.180
H: 4.248 -0.277 0.120
C: 4.803 -5.223 7.245
O: 4.748 -5.561 8.496
N: 3.763 -5.433 6.463
N: 5.749 -4.562 6.654
H: 2.977 -5.960 6.815
H: 3.851 -5.127 5.504
H: 5.710 -4.288 5.683
H: 6.544 -4.522 7.276
C: 3.705 -4.462 -4.199
O: 4.564 -5.100 -4.743
N: 3.637 -3.187 -4.039
N: 2.629 -4.971 -3.689
H: 4.256 -2.679 -4.655
H: 2.919 -2.818 -3.432
H: 1.989 -4.335 -3.236
H: 2.600 -5.967 -3.528
C: -8.430 -5.699 2.986
O: -8.645 -5.131 1.943
N: -9.126 -6.697 3.405
N: -7.543 -5.213 3.825
H: -9.708 -7.189 2.743
H: -9.210 -6.890 4.393
H: -6.746 -4.631 3.608
H: -7.590 -5.556 4.773
C: -5.689 -10.678 5.936
C: -4.866 -10.347 4.738
O: -3.536 -10.111 5.033
H: -5.634 -9.980 6.771
H: -5.406 -11.696 6.205
H: -6.725 -10.690 5.596
H: -5.186 -9.383 4.343
H: -5.021 -11.074 3.941
H: -3.520 -9.369 5.642
C: -5.074 3.824 -1.297
C: -5.288 3.462 0.177
O: -5.843 2.131 0.136
H: -4.355 3.164 -1.783
H: -4.745 4.858 -1.392
H: -5.973 3.954 -1.899
H: -5.822 4.027 0.942
H: -4.336 3.352 0.696
H: -5.741 1.800 1.031
C: -2.066 -3.225 -8.405
C: -1.166 -3.107 -9.582
O: -1.793 -3.886 -10.536
H: -3.112 -3.348 -8.686
H: -1.850 -2.410 -7.714
H: -1.892 -4.154 -7.861
H: -0.169 -3.445 -9.298
H: -1.153 -2.102 -10.005
H: -1.084 -4.043 -11.164
C: 8.821 2.122 -0.085
O: 7.865 3.208 -0.114
C: 7.578 3.568 1.281
C: 6.311 4.497 1.261
N: 5.697 4.703 2.605
C: 4.664 5.715 2.397
C: 3.527 5.475 3.375
O: 2.787 4.191 3.068
C: 1.521 4.087 3.697
H: 8.278 1.214 0.176
H: 9.716 2.329 0.503
H: 9.391 1.868 -0.978
H: 8.451 3.995 1.776
H: 7.242 2.691 1.834
H: 5.601 4.103 0.535
H: 6.687 5.476 0.964
H: 5.136 3.882 2.783
H: 4.227 5.948 1.426
H: 5.151 6.661 2.632
H: 2.887 6.347 3.247
H: 3.871 5.418 4.407
H: 0.876 3.266 3.383
H: 0.879 4.931 3.444
H: 1.572 4.279 4.769
C: -2.187 5.787 -8.894
O: -1.468 6.638 -8.101
C: -0.012 6.519 -8.188
C: 0.502 7.606 -7.283
N: 0.087 8.910 -7.739
C: 0.464 9.358 -9.074
C: -0.219 10.732 -9.260
O: -1.669 10.591 -8.974
C: -2.475 10.336 -10.118
H: -1.904 5.755 -9.946
H: -3.213 6.097 -9.092
H: -2.039 4.744 -8.612
H: 0.480 6.509 -9.161
H: 0.346 5.551 -7.839
H: 1.577 7.570 -7.106
H: 0.129 7.415 -6.277
H: -0.875 8.692 -7.957
H: 0.158 8.743 -9.920
H: 1.549 9.448 -9.127
H: 0.037 11.197 -10.212
H: 0.267 11.262 -8.441
H: -3.077 11.218 -10.338
H: -2.951 9.417 -9.778
H: -1.869 10.142 -11.003
C: 0.988 1.745 -1.799
O: 0.437 0.544 -1.267
C: -0.254 -0.344 -2.168
C: -1.039 -1.450 -1.542
N: -0.091 -2.329 -0.832
C: -0.621 -3.556 -0.310
C: -1.357 -3.364 1.035
O: -0.503 -2.815 2.018
C: -0.938 -3.031 3.287
H: 1.763 2.244 -1.218
H: 0.078 2.317 -1.977
H: 1.357 1.557 -2.808
H: 0.417 -0.858 -2.856
H: -0.945 0.134 -2.863
H: -1.541 -2.004 -2.335
H: -1.821 -1.075 -0.882
H: 0.438 -1.845 -0.121
H: 0.260 -4.179 -0.153
H: -1.175 -4.056 -1.104
H: -1.785 -4.315 1.353
H: -2.148 -2.617 0.980
H: -1.985 -2.762 3.427
H: -0.341 -2.413 3.957
H: -0.926 -4.101 3.495